Below is a cluster of 2 separate species, C23H19F5N2O2S2 in total, with properties calculated with ωB97M-V/def2-TZVPD.

**Total charge**: 0
**E**: -66487.53349 eV
**Frontier orbital gap**: 2.5 eV

CARTESIAN COORDINATES (ANGSTROEM)
C1 -5.702 3.357 1.913
C2 -4.669 4.429 1.609
C3 -4.988 5.192 0.331
O1 -3.356 3.837 1.550
C4 -2.351 4.649 1.962
S1 -0.806 3.994 2.030
S2 -2.549 6.249 2.429
H1 -6.698 3.793 1.992
H2 -5.714 2.603 1.127
H3 -5.472 2.849 2.851
H4 -4.655 5.132 2.459
H5 -5.974 5.654 0.388
H6 -4.253 5.973 0.135
H7 -4.980 4.517 -0.523
C5 -0.934 1.618 -3.326
N1 -0.240 0.342 -3.391
C6 -0.033 -0.395 -4.543
C7 0.669 -1.504 -4.207
N2 0.916 -1.459 -2.845
C8 1.730 -2.430 -2.189
C9 1.372 -3.770 -2.266
F1 0.300 -4.137 -2.991
C10 2.113 -4.723 -1.589
F2 1.747 -6.014 -1.638
C11 3.214 -4.337 -0.835
F3 3.880 -5.249 -0.108
C12 3.589 -3.002 -0.778
F4 4.623 -2.626 -0.007
C13 2.856 -2.048 -1.463
F5 3.218 -0.755 -1.399
C14 0.330 -0.315 -2.332
C15 0.373 0.152 -0.963
C16 0.737 -0.774 0.073
C17 1.354 -0.357 1.205
C18 1.963 -1.223 2.169
C19 2.873 -0.686 3.093
C20 3.569 -1.500 3.953
C21 3.370 -2.870 3.934
C22 2.466 -3.419 3.042
C23 1.771 -2.615 2.171
O2 0.151 1.342 -0.708
H8 -1.111 1.881 -2.285
H9 -0.320 2.390 -3.782
H10 -1.883 1.548 -3.851
H11 -0.362 -0.116 -5.529
H12 1.011 -2.295 -4.854
H13 0.625 -1.824 -0.121
H14 1.550 0.698 1.286
H15 3.050 0.377 3.093
H16 4.288 -1.071 4.634
H17 3.939 -3.508 4.592
H18 2.322 -4.488 3.020
H19 1.078 -3.064 1.482

Below is a cluster of 2 separate species, C8H8N2 in total, with properties calculated with ωB97M-V/def2-TZVPD.

**Total charge**: 0
**E**: -11399.09221 eV
**Frontier orbital gap (spin up / spin down)**: 8.1 / 8.1 eV
**Energy relative to the best compared isomer or geometry (same formula, charge and spin)**: 7.531 eV

CARTESIAN COORDINATES (ANGSTROEM)
C1 0.618 1.070 -0.301
C2 1.674 1.599 -0.406
C3 -2.033 1.233 0.293
C4 -1.037 -1.775 -1.106
C5 -0.581 -2.153 0.239
C6 -1.336 -1.097 1.103
C7 -1.401 0.024 0.023
C8 2.923 2.304 -0.325
N1 -2.629 2.170 0.542
N2 -1.437 -0.578 -1.235
H1 -1.109 -2.318 -2.044
H2 -0.892 -3.250 0.607
H3 0.594 -2.139 0.236
H4 -2.447 -1.576 1.232
H5 -0.826 -0.730 1.973
H6 2.916 3.351 -0.636
H7 3.578 1.712 -0.969
H8 3.424 2.152 0.774

Below is a structure of composition C32H39AsN3O7Ti, with properties calculated with ωB97M-V/def2-TZVPD.

**Total charge**: -1
**E**: -136575.96752 eV
**Frontier orbital gap (spin up / spin down)**: 6.0 / 6.0 eV
**Energy relative to the best compared isomer or geometry (same formula, charge and spin)**: 0.090 eV

CARTESIAN COORDINATES (ANGSTROEM)
Ti1 2.428 -0.670 0.867
O1 4.945 -2.571 0.335
C1 4.629 -1.714 1.166
O2 4.337 -0.479 0.902
C2 4.798 -2.072 2.646
O3 3.836 -1.477 3.508
C3 4.064 -0.117 3.855
C4 3.319 0.887 2.950
O4 3.758 2.015 2.858
O5 2.218 0.426 2.440
H1 4.039 -2.293 -1.220
H2 5.802 -1.768 2.964
H3 4.699 -3.149 2.751
H4 5.130 0.116 3.866
H5 3.665 0.018 4.864
C5 -0.157 -4.022 1.241
C6 0.898 -3.036 0.836
N1 1.480 -2.184 1.705
O6 1.094 -2.318 3.035
C7 1.427 -2.958 -0.449
C8 1.065 -3.918 -1.545
N2 2.345 -1.986 -0.592
O7 3.202 -2.078 -1.691
H6 -0.313 -3.962 2.315
H7 0.142 -5.040 0.982
H8 -1.101 -3.799 0.735
H9 1.812 -1.852 3.481
H10 1.146 -4.950 -1.197
H11 1.743 -3.771 -2.382
H12 0.039 -3.750 -1.886
C9 -3.577 -0.438 -5.595
C10 -2.851 -0.489 -4.276
C11 -3.502 -0.827 -3.100
C12 -2.844 -0.813 -1.875
C13 -3.621 -1.244 -0.654
C14 -1.495 -0.416 -1.794
As1 -0.732 -0.416 0.075
N3 0.945 0.246 0.039
C15 1.428 1.463 -0.393
C16 0.710 2.668 -0.364
C17 1.251 3.836 -0.865
C18 2.537 3.861 -1.389
C19 3.279 2.690 -1.393
C20 2.740 1.508 -0.916
C21 -1.884 1.060 0.900
C22 -2.553 2.131 0.284
C23 -2.465 2.464 -1.187
C24 -3.342 2.990 1.050
C25 -3.480 2.849 2.418
C26 -4.327 3.797 3.226
C27 -2.788 1.813 3.029
C28 -2.002 0.928 2.302
C29 -1.280 -0.152 3.064
C30 -0.799 -0.202 -2.995
C31 0.684 0.039 -3.070
C32 -1.494 -0.218 -4.202
H13 -4.631 -0.683 -5.470
H14 -3.140 -1.140 -6.308
H15 -3.504 0.561 -6.031
H16 -4.551 -1.107 -3.133
H17 -4.555 -1.724 -0.947
H18 -3.852 -0.393 -0.012
H19 -3.032 -1.943 -0.055
H20 -0.268 2.674 0.088
H21 0.662 4.746 -0.840
H22 2.954 4.776 -1.789
H23 4.285 2.691 -1.796
H24 3.311 0.589 -1.006
H25 -1.545 2.102 -1.630
H26 -2.514 3.547 -1.318
H27 -3.298 2.019 -1.735
H28 -3.852 3.807 0.548
H29 -4.855 4.496 2.578
H30 -3.706 4.370 3.918
H31 -5.064 3.250 3.817
H32 -2.861 1.692 4.106
H33 -1.527 -0.106 4.125
H34 -0.203 -0.034 2.955
H35 -1.538 -1.143 2.691
H36 1.218 -0.485 -2.284
H37 0.915 1.102 -2.980
H38 1.067 -0.303 -4.032
H39 -0.945 -0.017 -5.118

Below is a structure of composition C17H38BCdOP, with properties calculated with ωB97M-V/def2-TZVPD.

**Total charge**: +2
**E**: -34801.57148 eV
**Frontier orbital gap**: 2.6 eV

CARTESIAN COORDINATES (ANGSTROEM)
C1 1.643 -0.873 3.404
C2 2.196 -0.376 2.075
C3 1.133 0.077 1.083
B1 1.604 0.354 -0.346
C4 0.995 1.009 -1.589
C5 -0.555 0.970 -1.704
C6 -1.206 2.341 -1.525
C7 -1.436 2.798 -0.083
C8 -2.145 1.849 0.884
C9 -3.645 1.643 0.660
C10 -4.109 0.729 -0.481
C11 -4.180 -0.780 -0.189
C12 -3.071 -1.350 0.692
O1 -3.318 -2.644 1.185
C13 -3.491 -3.631 0.190
P1 3.429 -0.407 -0.727
C14 3.294 -1.974 -1.575
C15 2.270 -2.949 -1.000
C16 4.660 0.643 -1.483
C17 4.667 2.089 -0.992
H1 0.722 -1.456 3.330
H2 2.352 -1.471 3.973
H3 1.360 0.045 3.995
H4 2.920 0.425 2.256
H5 2.772 -1.221 1.639
H6 0.326 -0.671 1.003
H7 0.607 0.984 1.423
H8 1.441 0.636 -2.519
H9 1.351 2.055 -1.537
H10 -0.807 0.570 -2.684
H11 -0.975 0.270 -0.978
H12 -0.569 3.079 -2.022
H13 -2.150 2.368 -2.071
H14 -0.465 3.080 0.345
H15 -2.011 3.726 -0.119
H16 -1.649 0.873 0.912
H17 -2.019 2.278 1.881
H18 -4.099 2.626 0.508
H19 -4.074 1.270 1.594
H20 -5.118 1.045 -0.747
H21 -3.510 0.913 -1.377
H22 -4.167 -1.310 -1.144
H23 -5.132 -1.025 0.289
H24 -2.929 -0.727 1.576
H25 -2.127 -1.352 0.106
H26 -4.462 -3.580 -0.307
H27 -3.395 -4.598 0.680
H28 -2.700 -3.561 -0.572
H29 4.302 -2.404 -1.614
H30 3.047 -1.697 -2.613
H31 2.305 -3.871 -1.579
H32 1.253 -2.561 -1.083
H33 2.471 -3.206 0.038
H34 4.468 0.563 -2.564
H35 5.627 0.147 -1.330
H36 4.466 2.191 0.076
H37 5.646 2.532 -1.169
H38 3.944 2.705 -1.526
Cd1 2.240 0.813 5.453